# 1
124
Properties=species:S:1:pos:R:3:forces:R:3 method="wB97M-V/def2-TZVPD" multiplicity=6 orbital_gap_ev="8.859 / 8.507"
Fe 3.049141 -0.240623 0.944965 1.5 0.0 -1.4
F 1.557426 0.082864 -0.087995 -0.5 0.4 0.1
C 3.740997 0.311911 3.750157 0.5 0.0 -1.3
O 3.041784 -0.351628 2.708916 0.3 -0.1 0.9
H 4.722719 -0.182320 3.947827 -0.5 0.3 -0.2
H 3.875092 1.396158 3.509831 0.0 -1.0 0.3
H 3.133091 0.197783 4.605748 -0.5 0.1 1.3
C 3.565104 -3.062336 0.927889 -0.1 -0.2 -0.2
O 3.581077 -1.893590 0.153726 -0.2 0.3 0.6
H 3.671009 -2.809076 1.991399 0.0 -0.5 -0.1
H 2.679519 -3.674055 0.753950 -0.7 0.3 0.3
H 4.321892 -3.772281 0.589580 0.8 0.2 0.2
C -4.098522 1.259492 -1.966035 0.5 0.1 0.7
O -3.633771 0.249814 -1.066447 -0.8 0.6 0.2
C -2.269655 -0.123546 -1.157192 -0.8 0.9 -1.1
C -2.127027 -1.451716 -0.484227 -0.2 -0.2 0.9
O -2.937294 -2.540670 -0.953167 0.2 0.6 -0.1
C -3.095474 -2.530774 -2.335981 0.4 0.7 -1.7
C -3.979969 -3.646416 -2.810762 1.6 -2.0 -0.2
O -3.273276 -4.954621 -2.821608 -0.6 0.8 -0.1
C -4.093077 -5.954885 -3.434436 1.2 0.6 -1.1
H -5.199297 1.234789 -1.978155 0.5 -0.1 0.1
H -3.713956 1.063341 -2.966275 0.0 0.0 -0.3
H -3.771049 2.286200 -1.663630 -0.1 -0.7 -0.1
H -1.591407 0.651078 -0.781165 0.0 -0.2 0.7
H -2.040066 -0.104083 -2.215143 0.4 -0.5 -0.6
H -2.494183 -1.318677 0.527463 0.1 0.2 0.3
H -1.066155 -1.707934 -0.415905 0.1 -0.2 -0.2
H -2.077497 -2.616380 -2.824652 -0.9 0.2 0.1
H -3.617678 -1.578209 -2.717568 0.8 -1.1 0.6
H -4.260281 -3.545179 -3.857290 -0.4 0.7 0.1
H -4.801218 -3.750747 -2.137577 -1.0 0.1 0.3
H -3.414768 -6.736217 -3.838521 -0.4 0.2 0.6
H -4.588492 -5.542474 -4.339671 0.0 -0.1 0.5
H -4.819745 -6.337750 -2.739470 -0.4 -0.3 0.2
C -0.280458 1.099628 3.048222 -0.2 0.4 0.1
O -1.368097 2.000902 2.946360 0.5 0.7 0.2
C -2.622966 1.456463 2.589497 0.1 -0.3 -0.4
C -3.621188 2.559894 2.866473 0.8 1.7 -0.4
O -3.177685 3.854485 2.319976 -0.3 -1.6 1.0
C -3.452520 3.976151 0.969878 -1.6 0.2 -0.5
C -4.967255 4.263092 0.635107 0.9 -0.4 -0.9
O -5.382090 5.598088 0.866545 0.2 -0.5 1.3
C -5.829963 5.772902 2.208705 -1.1 0.6 -0.2
H -0.632565 0.249051 3.603560 0.1 -0.8 0.3
H 0.589319 1.549656 3.598118 -1.0 -0.1 -0.7
H 0.018084 0.796625 2.045984 0.4 -0.2 -0.1
H -2.861590 0.587068 3.229321 0.0 0.2 -0.5
H -2.654871 1.128064 1.502209 0.1 0.3 1.0
H -3.731830 2.745733 3.919276 0.3 0.0 0.6
H -4.615201 2.394561 2.510305 -0.6 -0.7 -0.5
H -3.064196 3.160075 0.319919 -0.3 0.0 0.5
H -2.934362 4.862352 0.674265 0.4 0.7 -0.4
H -5.699731 3.507613 0.975282 0.3 0.4 0.6
H -5.035985 4.157861 -0.436305 0.1 0.0 -0.7
H -6.260829 6.781512 2.291542 0.0 -0.3 -0.3
H -5.101962 5.715105 3.000109 0.9 -0.3 -0.1
H -6.612930 5.033103 2.440948 0.1 0.2 -0.1
C 0.114471 3.688217 0.200905 -0.3 -1.5 -0.9
O 0.294559 2.643093 -0.801270 0.4 0.2 0.3
H 1.061448 4.181368 0.444452 -0.1 -0.1 0.2
H -0.533643 4.419121 -0.296196 0.0 -0.1 0.5
H -0.385456 3.193905 1.045557 0.2 0.8 0.2
H 0.723938 1.845740 -0.423566 -0.1 0.5 0.1
C 7.627090 -0.330701 1.996079 -0.3 -0.4 0.7
S 6.074424 -1.015397 1.357031 0.4 0.7 -0.6
O 5.382969 0.300539 1.001954 -1.0 -0.3 0.2
C 6.659340 -1.605543 -0.265903 0.0 0.9 0.4
H 7.810319 0.645125 1.504370 0.0 -0.8 0.2
H 8.409725 -1.081838 1.897106 0.2 0.2 -0.3
H 7.472859 -0.220859 3.081797 0.0 0.3 -0.4
H 5.849467 -1.272384 -0.914086 -0.3 -0.6 0.0
H 6.882901 -2.688457 -0.270185 0.0 0.8 -0.1
H 7.465330 -0.898296 -0.508834 0.3 -0.8 0.0
C 0.755072 4.821278 -3.120129 0.2 1.2 -1.0
S -0.454118 4.445212 -4.486761 1.9 -1.5 -0.5
O 0.420430 4.183850 -5.745475 -1.6 0.3 2.3
C -0.881498 2.755174 -3.731226 -0.6 1.0 -0.2
H 0.277009 4.708543 -2.150577 0.1 -0.1 -0.1
H 1.098656 5.887228 -3.257073 -0.4 -1.1 0.1
H 1.628539 4.162560 -3.251319 -0.5 0.1 0.1
H -1.511211 2.206562 -4.424426 0.2 0.0 -0.4
H -1.473593 2.817247 -2.795026 0.6 0.4 -0.4
H 0.068202 2.284440 -3.548626 0.3 -0.4 0.1
C -0.048887 -4.958885 -1.334138 1.5 -0.3 -0.7
S -0.128066 -6.243713 -0.092593 -0.5 -0.9 -1.0
O 0.251689 -5.715658 1.220239 0.6 0.8 1.1
C -1.908887 -6.305271 -0.052292 -0.5 -0.7 0.7
H -0.481140 -5.358477 -2.262670 -0.1 0.2 0.3
H 1.029302 -4.727890 -1.541463 -0.9 -0.1 0.4
H -0.561645 -4.097508 -0.967735 -0.5 0.7 0.1
H -2.303370 -5.388175 0.382624 0.1 0.2 0.0
H -2.232951 -7.165793 0.565879 0.3 0.4 -0.3
H -2.292342 -6.422787 -1.045804 -0.3 0.0 -0.6
C 2.142179 -1.439017 -2.609921 -0.2 0.2 0.4
S 2.872237 0.232598 -2.565505 -1.9 -0.1 -0.7
O 4.001693 0.145581 -1.629444 1.3 0.3 1.3
C 3.638668 0.217904 -4.160408 0.9 -0.1 -0.1
H 1.970085 -1.776339 -3.623654 0.1 0.0 -0.3
H 1.157872 -1.385955 -2.099468 0.9 -0.2 0.0
H 2.896677 -2.053111 -2.079684 -0.7 0.2 -0.1
H 2.934725 0.119499 -4.971458 -0.3 0.2 -0.2
H 4.338211 -0.613578 -4.163419 0.1 -0.2 -0.1
H 4.239996 1.126000 -4.233323 -0.3 0.1 -0.1
C 3.805336 3.371265 -0.372558 -0.3 -1.1 0.0
S 3.524570 3.511214 1.453729 0.7 0.7 -1.7
O 2.928014 2.186259 1.781263 -0.2 -0.4 -0.1
C 5.322555 3.431140 1.765371 -0.6 -1.4 2.1
H 4.559205 4.043431 -0.761375 -0.1 0.5 0.1
H 2.864680 3.430953 -0.954309 0.4 0.0 0.6
H 4.225212 2.340032 -0.477949 -0.4 0.6 0.1
H 5.876848 3.727353 0.930502 0.8 0.7 -1.1
H 5.478749 2.349053 1.893517 0.0 0.2 -0.1
H 5.662572 3.908108 2.700506 -0.5 0.1 -0.5
C -3.079405 -4.060510 3.912434 1.9 0.0 0.5
S -2.792988 -2.801920 2.683052 0.9 0.9 0.2
O -3.308368 -1.555032 3.358392 0.2 -0.5 -0.5
C -0.921122 -2.756177 2.808194 -1.2 -0.9 -0.1
H -2.256250 -4.827679 3.875198 -1.1 0.6 0.1
H -4.059302 -4.427423 3.780190 -1.0 -0.8 -0.3
H -3.088604 -3.495592 4.852849 0.3 -0.2 -0.1
H -0.508732 -3.649924 2.283633 -0.2 0.7 0.4
H -0.678631 -2.726376 3.860722 0.1 -0.3 0.4
H -0.581735 -1.820551 2.408429 0.0 0.4 -0.6

***

# 2
118
Properties=species:S:1:pos:R:3:forces:R:3 method="wB97M-V/def2-TZVPD" total_charge=-1 orbital_gap_ev=8.748
N -0.209251 0.840572 0.012857 1.4 -0.6 1.4
O -1.248886 0.203179 0.105989 -2.1 -1.1 -0.1
O -0.210836 2.045445 0.154383 -0.1 2.3 -0.3
O 0.857064 0.230189 -0.061846 1.3 -0.5 -0.7
C 3.524437 -1.920765 -0.750674 -2.1 0.3 -0.2
C 4.342856 -1.730293 0.483841 -0.5 -0.7 0.2
C 5.763524 -1.998123 0.142789 1.3 -0.9 0.2
O 4.050776 -0.447661 0.964977 0.4 1.4 0.2
H 2.512380 -1.667306 -0.435078 -0.2 0.1 -0.3
H 3.403669 -2.894119 -1.226165 0.7 -0.2 0.3
H 3.782455 -1.176711 -1.504274 0.1 -0.2 -0.1
H 3.981133 -2.342013 1.310315 0.3 -1.1 -0.3
H 5.871897 -3.075027 0.013832 0.0 -0.3 0.2
H 6.479227 -1.715039 0.914633 0.0 0.3 -0.1
H 6.059937 -1.649517 -0.846514 0.0 0.6 0.1
H 3.936020 -0.505703 1.916324 0.1 0.2 -0.1
C 2.992132 -4.720700 4.820578 -0.7 0.0 -0.6
C 2.647622 -3.408919 4.104849 -0.7 -0.4 1.4
C 1.139976 -3.088865 4.365849 0.3 0.7 -1.3
O 0.693391 -1.746600 4.038886 1.6 -1.2 1.9
C 0.893387 -1.352944 2.715331 -1.0 0.4 -0.5
N 3.587461 -2.428348 4.618899 0.2 0.9 -0.8
H 2.632693 -4.704668 5.849482 0.3 0.1 0.2
H 4.071025 -4.863095 4.758786 -0.2 -0.2 0.1
H 2.443615 -5.534124 4.345617 0.2 -0.3 -0.1
H 2.792164 -3.578637 3.037885 0.2 0.4 0.0
H 0.880166 -3.296292 5.403912 0.0 0.3 0.1
H 0.595343 -3.786127 3.729207 -0.4 -0.3 0.0
H 1.864541 -1.467063 2.233744 0.3 -0.5 0.3
H 0.715945 -0.277663 2.695353 -0.3 -0.1 -0.2
H 0.123897 -1.887776 2.158617 0.2 0.2 -0.9
H 3.497688 -1.601614 4.045712 0.2 0.3 -0.3
H 3.319344 -2.056599 5.518904 -0.3 -0.4 0.4
C 0.289962 -3.351124 -3.490389 -0.2 1.1 -1.4
C 0.489261 -2.027732 -2.710323 -0.1 -1.8 0.1
C -0.103682 -0.722039 -3.321354 0.3 -0.5 -0.1
O 0.263683 -0.502671 -4.673224 0.0 0.1 -0.4
C -0.133864 0.774586 -5.192224 1.6 -0.7 0.4
N -0.010440 -2.254899 -1.324269 0.6 0.6 -1.2
H 0.790511 -3.276369 -4.455765 -0.1 0.4 -0.4
H -0.767759 -3.469344 -3.725666 -0.1 -0.5 0.2
H 0.779616 -4.252718 -3.122326 -0.4 0.2 1.0
H 1.578243 -2.015596 -2.664925 0.1 0.9 0.2
H 0.264709 0.092639 -2.697909 0.0 0.2 0.2
H -1.193470 -0.703471 -3.310681 -0.3 -0.3 0.5
H 0.589764 1.520380 -4.863205 0.0 0.3 0.3
H -1.115174 1.130685 -4.878679 -0.3 -0.4 -0.3
H 0.061769 0.693507 -6.261455 -0.8 0.1 -0.1
H -1.015866 -2.168608 -1.366497 -0.2 0.0 0.0
H 0.277850 -1.409595 -0.852621 0.0 0.1 0.8
C -1.184718 4.343821 2.693187 -0.6 0.1 -0.8
C -1.200880 3.373104 3.849910 1.9 0.0 0.6
C -1.562462 1.962309 3.472891 -2.7 -1.5 0.5
O -1.844981 1.142576 4.653603 1.7 1.2 0.5
C -2.355431 -0.152016 4.448281 -0.5 1.5 -0.7
N 0.127673 3.287367 4.504079 0.7 0.2 0.4
H -0.933690 5.370239 2.960692 0.2 -0.1 0.5
H -2.178281 4.421605 2.251747 -0.1 -0.2 -0.2
H -0.485443 4.037842 1.915054 0.0 -0.2 -0.1
H -1.897625 3.742989 4.602137 -0.1 -0.2 0.1
H -0.932508 1.431549 2.759057 0.7 0.2 0.2
H -2.540048 1.966700 2.990820 -0.1 0.5 -0.6
H -1.896722 -0.591626 3.562601 0.2 -0.6 0.3
H -3.410942 0.003421 4.225050 -0.5 -0.5 -0.1
H -2.272444 -0.690451 5.392365 0.3 -0.2 -0.3
H 0.645018 4.154817 4.502840 -0.6 0.8 0.3
H 0.803550 2.761192 3.968889 -0.4 -0.9 -0.4
C -2.641500 4.175683 -1.146734 -0.2 0.9 -0.3
C -3.600822 3.070365 -0.770384 0.5 -1.1 -0.7
C -3.763316 2.002287 -1.923958 0.8 1.3 1.0
O -4.043579 2.624010 -3.166533 -0.2 0.4 1.2
C -4.506944 1.715181 -4.094799 -0.1 -0.2 -1.2
N -3.107661 2.454089 0.451655 -0.5 -0.4 0.1
H -3.045074 4.831597 -1.918103 -0.2 0.0 0.0
H -1.681298 3.836434 -1.535360 0.0 -0.5 0.1
H -2.407121 4.787103 -0.275340 -0.1 0.0 0.1
H -4.605318 3.398130 -0.502681 -0.1 0.6 -0.5
H -4.531215 1.312690 -1.573381 -0.4 0.0 -0.4
H -2.849635 1.422932 -2.056749 0.4 0.0 0.3
H -5.393526 2.141485 -4.564204 -0.3 -0.3 0.0
H -4.692755 0.723885 -3.681393 -0.3 0.0 0.1
H -3.781627 1.587716 -4.898390 0.3 -0.1 -0.2
H -2.138571 2.187021 0.353516 0.4 0.3 -0.1
H -3.569012 1.558568 0.524344 -0.1 -0.2 0.2
C -2.964340 -3.271325 -0.312795 0.0 -0.1 1.4
C -3.824994 -2.018525 -0.432184 -0.6 -0.5 -0.7
C -4.216868 -1.226333 0.840960 0.3 0.4 -0.7
O -5.110325 -0.133512 0.447711 0.5 -1.3 0.3
C -5.548187 0.568488 1.584689 -0.8 0.6 -0.5
N -3.243178 -1.148252 -1.452137 -0.8 0.6 0.4
H -2.317671 -3.421681 -1.177271 -0.4 0.0 0.0
H -3.560939 -4.167090 -0.140277 -0.1 0.0 -0.1
H -2.320874 -3.197909 0.563932 0.4 0.0 0.0
H -4.756793 -2.324212 -0.908009 -0.4 -0.2 0.2
H -3.318116 -0.778480 1.264951 0.3 0.1 0.1
H -4.680427 -1.827364 1.623249 -0.3 -0.2 -0.1
H -4.732363 1.129173 2.040945 0.0 -0.4 0.6
H -6.161115 -0.052825 2.237669 0.5 -0.3 0.5
H -6.273738 1.318985 1.270934 0.1 0.2 -0.4
H -2.581282 -0.548540 -0.980601 0.9 0.0 0.0
H -4.013493 -0.498091 -1.515427 -0.1 0.4 -0.9
C 5.312432 0.263043 -3.667209 -0.8 0.6 -1.9
C 4.724875 1.394830 -2.795368 1.0 0.0 -1.2
C 3.217643 1.633491 -2.966055 -0.1 -0.5 0.8
O 2.817974 2.868105 -2.376947 0.7 -0.2 -0.6
C 1.485438 3.256584 -2.540572 -1.0 0.2 0.1
N 5.170748 1.138116 -1.472170 -0.3 -0.2 2.2
H 4.779905 -0.687984 -3.658856 0.0 -0.1 0.8
H 6.383677 0.126397 -3.519346 -0.1 0.0 0.4
H 5.219793 0.519371 -4.722592 0.0 0.2 -0.4
H 5.170464 2.332572 -3.127307 0.2 0.1 0.0
H 2.685342 0.819520 -2.473900 -0.3 -0.2 0.2
H 2.972866 1.573351 -4.026516 0.0 0.2 -0.3
H 1.308702 4.132791 -1.916774 0.2 -0.2 0.2
H 0.722156 2.519744 -2.290429 0.3 -0.5 0.7
H 1.132700 3.547835 -3.529937 0.8 0.2 -0.8
H 4.997053 0.168801 -1.247789 -0.7 0.1 0.3
H 6.169933 1.141607 -1.324767 0.3 0.8 -0.6